The following is a DFT calculation (wB97M-V/def2-TZVPD) of 12 unconnected molecules or ions with the total composition C29H78ClN4O14.

Last column: Mulliken charge in e.
Element x y z (Å)
C  -4.8506  -4.2992  -0.5402  -1.05
C  -4.7994  -2.7272  -0.2687  0.65
Cl  -6.2353  -2.1244  0.7297  -0.23
C  -4.6949  -1.8421  -1.6314  -1.03
N  -3.2574  -1.4738  -1.7758  0.29
C  -2.2165  -1.9769  -2.6048  -0.09
N  -0.9958  -1.2563  -2.2744  -0.42
C  -1.4537  -0.3488  -1.2615  0.52
N  -0.7626  0.5583  -0.5638  0.30
O  -1.2997  1.3475  0.4091  -0.44
C  0.7237  0.7146  -0.7927  -0.81
C  1.3438  0.8873  0.6980  0.61
O  1.6974  1.9764  1.1641  -0.60
O  1.4117  -0.2990  1.4652  -0.45
N  -2.8585  -0.4538  -0.9433  -0.19
H  -4.5508  -4.8633  0.4164  0.33
H  -4.1316  -4.5206  -1.3985  0.12
H  -5.8967  -4.6604  -0.8481  0.37
H  -3.8456  -2.5087  0.3330  0.08
H  -5.0908  -2.3919  -2.5441  0.37
H  -5.2944  -0.8657  -1.5255  0.40
H  -2.3704  -2.8227  -3.3472  0.39
H  -1.7166  0.7551  1.0891  0.37
H  0.9796  1.5943  -1.4636  0.33
H  1.1836  -0.2614  -1.1943  0.40
H  0.9469  -1.0421  1.0158  0.33
H  -3.4304  0.0715  -0.2617  0.30
C  4.8084  4.9937  -0.4966  -0.98
C  3.3368  4.7722  -0.7811  -0.22
O  3.0679  3.3809  -0.9435  -0.45
H  5.4202  4.5980  -1.3118  0.34
H  5.0270  6.0572  -0.3754  0.34
H  5.1097  4.4670  0.4139  0.19
H  3.0446  5.2813  -1.7017  0.29
H  2.7193  5.1556  0.0368  0.17
H  3.3204  2.9408  -0.1193  0.09
C  5.7278  0.3869  -0.5356  -1.08
C  4.8963  0.2391  -1.7943  0.00
O  3.5362  0.5697  -1.5249  -0.41
H  5.3442  -0.2625  0.2561  0.22
H  6.7727  0.1315  -0.7259  0.37
H  5.6797  1.4129  -0.1581  0.36
H  4.9297  -0.7904  -2.1551  0.09
H  5.2671  0.8950  -2.5877  0.28
H  3.5155  1.4882  -1.2133  0.30
C  2.5006  8.9965  1.0976  -1.16
C  3.3948  7.8938  1.6289  0.56
O  4.7395  8.1066  1.2076  -0.52
H  2.5397  9.0298  0.0073  0.27
H  1.4644  8.8426  1.4088  0.37
H  2.8346  9.9733  1.4580  0.30
H  3.0714  6.9233  1.2495  -0.26
H  3.3699  7.8618  2.7223  0.18
H  5.0217  8.9624  1.5547  0.31
C  -6.2708  -2.6805  4.4665  -0.58
C  -5.3708  -3.7799  4.9945  -0.27
O  -4.0237  -3.5480  4.5946  -0.49
H  -6.2160  -2.6336  3.3763  -0.11
H  -7.3091  -2.8498  4.7613  0.34
H  -5.9527  -1.7045  4.8452  0.33
H  -5.6780  -4.7493  4.5971  0.29
H  -5.4104  -3.8269  6.0871  0.27
H  -3.7554  -2.6942  4.9572  0.28
C  -1.1180  3.3922  4.5918  -0.61
C  -2.2092  2.3511  4.4411  -0.31
O  -2.7620  2.4027  3.1275  -0.50
H  -1.5140  4.3929  4.4023  0.30
H  -0.6903  3.3667  5.5965  0.38
H  -0.3179  3.2221  3.8644  -0.04
H  -3.0155  2.5360  5.1530  0.32
H  -1.8162  1.3449  4.6185  0.24
H  -2.0471  2.2300  2.5053  0.28
C  0.0854  -5.1599  -0.5361  -1.06
C  -0.6620  -4.6856  0.6942  -0.04
O  -0.5389  -3.2718  0.8310  -0.44
H  1.1425  -4.8912  -0.4700  0.26
H  0.0035  -6.2432  -0.6488  0.40
H  -0.3099  -4.6814  -1.4378  0.26
H  -0.2511  -5.1480  1.5931  0.31
H  -1.7242  -4.9416  0.6292  0.11
H  -0.9131  -2.8687  0.0357  0.17
C  7.0771  -4.8276  -2.2088  -1.16
C  6.4894  -3.4752  -1.8576  -0.08
O  5.9943  -2.8336  -3.0283  -0.52
H  7.8872  -4.7168  -2.9335  0.29
H  7.4660  -5.3275  -1.3187  0.35
H  6.3213  -5.4697  -2.6706  0.33
H  7.2520  -2.8300  -1.4169  0.27
H  5.6690  -3.5803  -1.1399  0.22
H  5.3144  -3.4047  -3.4080  0.28
C  -6.7734  -9.1080  -0.6656  -1.13
C  -6.9241  -7.6361  -0.9947  -0.18
O  -5.7376  -7.1451  -1.6097  -0.33
H  -5.9240  -9.2661  0.0036  0.29
H  -7.6759  -9.4958  -0.1876  0.36
H  -6.5783  -9.6886  -1.5716  0.32
H  -7.0974  -7.0569  -0.0845  0.28
H  -7.7668  -7.4722  -1.6741  0.29
H  -5.5945  -7.6572  -2.4207  0.17
C  -2.6590  -8.7620  -5.4503  -1.09
C  -3.7558  -7.9248  -4.8234  -0.14
O  -3.8305  -8.1783  -3.4233  -0.48
H  -2.8452  -9.8253  -5.2823  0.28
H  -2.5957  -8.5807  -6.5256  0.34
H  -1.6900  -8.5321  -4.9974  0.33
H  -4.7240  -8.1727  -5.2629  0.30
H  -3.5691  -6.8569  -4.9784  0.21
H  -2.9748  -7.9488  -3.0397  0.23
C  3.3457  3.2096  3.9371  -0.63
C  2.7655  4.5634  4.2912  -0.31
O  2.2700  5.2040  3.1203  -0.39
H  4.1539  3.3184  3.2091  0.18
H  3.7363  2.7063  4.8249  0.40
H  2.5856  2.5722  3.4773  0.01
H  3.5319  5.2056  4.7295  0.36
H  1.9466  4.4626  5.0111  0.20
H  1.5865  4.6341  2.7440  0.25
C  2.2496  11.6209  -3.3750  -1.04
C  2.5775  12.1787  -2.0041  -0.28
O  2.8550  11.1197  -1.0944  -0.42
H  1.3867  10.9523  -3.3203  0.26
H  2.0288  12.4247  -4.0812  0.35
H  3.0858  11.0319  -3.7631  0.34
H  1.7328  12.7477  -1.6109  0.27
H  3.4482  12.8406  -2.0499  0.26
H  3.6088  10.6260  -1.4431  0.25

As for the HOMO-LUMO gap: 7.38 eV. The value obtained for the highest occupied orbital energy is -11.15 eV. The charge is +1. For the LUMO energy, the calculation gives -3.77 eV.

---

The following is a DFT calculation (wB97M-V/def2-TZVPD) of 3 unconnected molecules or ions with the total composition C12H26B3BrN2O5.

Last column: Mulliken charge in e.
Element x y z (Å)
C  2.1297  -2.3100  -0.0697  -0.61
C  1.8676  -1.4419  -1.0684  -0.23
B  0.9167  -0.2746  -0.8121  0.49
O  0.6174  0.6860  -1.7851  -0.37
B  -0.3056  1.6343  -1.4413  0.22
Br  -0.2599  3.3364  -2.3475  -0.27
O  -1.2521  1.4343  -0.4755  0.18
B  -1.0366  0.2439  0.2471  -0.07
C  -2.2519  -0.5901  0.7664  -0.72
C  -2.9136  -1.4734  -0.3101  0.60
C  -3.4891  -0.6755  -1.4803  -1.29
C  -1.9930  -2.5859  -0.8047  -1.39
O  0.2869  -0.1069  0.4275  -0.15
H  3.1394  -2.6458  0.1490  0.19
H  1.3138  -2.6455  0.5627  0.20
H  2.3496  -1.5985  -2.0308  0.39
H  -3.0071  0.1175  1.1259  0.16
H  -1.9530  -1.1959  1.6255  0.36
H  -3.7612  -1.9722  0.1724  0.40
H  -4.1545  0.1090  -1.1141  0.26
H  -2.6987  -0.2284  -2.0873  0.22
H  -4.0799  -1.3393  -2.1133  0.47
H  -1.1037  -2.1953  -1.3117  0.19
H  -2.5174  -3.2090  -1.5322  0.44
H  -1.6559  -3.2283  0.0108  0.35
C  8.4432  -1.6325  0.6572  -0.92
N  7.0338  -1.9575  0.7196  0.12
C  6.0554  -0.9750  0.2843  -0.89
C  6.5902  -3.1468  1.1698  0.12
O  5.4167  -3.4586  1.2393  -0.56
H  8.6641  -0.7615  1.2773  0.33
H  8.7418  -1.4140  -0.3699  0.33
H  9.0291  -2.4752  1.0186  0.30
H  5.3790  -0.7234  1.1018  0.29
H  5.4569  -1.3709  -0.5372  0.26
H  6.5723  -0.0778  -0.0466  0.38
H  7.4020  -3.8270  1.4763  0.24
C  -3.6563  3.0704  0.6397  -0.77
N  -4.9816  3.6407  0.5098  0.16
C  -5.5576  4.3785  1.6196  -1.01
C  -5.7090  3.5100  -0.6177  0.07
O  -6.8237  3.9680  -0.7738  -0.61
H  -3.6330  2.3549  1.4653  0.33
H  -2.9207  3.8539  0.8331  0.36
H  -3.3813  2.5578  -0.2770  0.11
H  -6.4876  3.9118  1.9458  0.30
H  -5.7849  5.4019  1.3197  0.31
H  -4.8494  4.3916  2.4448  0.38
H  -5.1876  2.9359  -1.4032  0.33

As for the HOMO-LUMO gap: 9.17 eV. The value obtained for the highest occupied orbital energy is -9.15 eV. The structure (SMILES) is C=CB1OB(Br)OB(CC(C)C)O1.CN(C)C=O.CN(C)C=O. The charge is 0. For the LUMO energy, the calculation gives 0.03 eV.

---

The following is a DFT calculation (wB97M-V/def2-TZVPD) of a gas-phase ion, CH2FO4S (charge -1).

Last column: Mulliken charge in e.
Element x y z (Å)
O  -1.6775  -0.9187  -0.3700  -0.61
S  -0.7918  0.0701  0.1795  1.02
O  -1.4083  1.3545  0.3654  -0.60
O  -0.3817  -0.7190  1.6810  -0.52
C  0.7692  0.1726  -0.8190  0.25
O  1.4378  -0.8257  -0.7421  -0.63
F  1.3746  1.4921  -0.0123  -0.50
H  0.1472  -1.3982  1.3339  0.32
H  0.5305  0.7724  -1.6163  0.27

The relative energy (zero: lowest compared OMol25 entry of this formula, charge and spin) is 36.0 kcal/mol. As for the HOMO-LUMO gap: 9.28 eV. The value obtained for the highest occupied orbital energy is -5.28 eV. The structure (SMILES) is O=S(=O)(O)[C@H]([O-])F. The charge is -1. For the LUMO energy, the calculation gives 4.00 eV.